Entry 1:
The following is a quantum chemistry calculation of C4H11NO2 in the gas phase in a non-equilibrium geometry, from the Open Molecules 2025 dataset.

Geometry as XYZ:
```
18
Properties=species:S:1:pos:R:3:nbo_charge:R:1
C -1.45554 1.79437 -0.12894 -0.420
N -0.35693 1.02972 -0.63437 -0.660
C 0.02765 -0.17399 0.05958 -0.058
C 1.30367 0.11198 1.02017 -0.082
O 1.72406 -0.90425 1.96997 -0.702
C 0.34971 -1.34132 -1.01525 -0.060
O -0.52215 -2.40498 -0.57682 -0.721
H -2.15249 2.11764 -0.90845 0.204
H -2.19314 1.33611 0.56290 0.187
H -1.05242 2.67771 0.47572 0.183
H -0.32812 0.97375 -1.63901 0.375
H -0.81633 -0.63162 0.62437 0.152
H 2.06682 0.47464 0.26018 0.169
H 0.92843 1.04639 1.64475 0.178
H 2.16992 -1.52696 1.37169 0.464
H 0.12682 -0.85227 -1.94885 0.153
H 1.45521 -1.71432 -1.05846 0.170
H -1.27516 -2.01260 -0.07920 0.468
```

gap between HOMO and LUMO = 9.7 eV



Entry 2:
The following is a quantum chemistry calculation of 2 unconnected molecules or ions with the total composition C4H11NO2 in a non-equilibrium geometry, from the Open Molecules 2025 dataset.

Geometry as XYZ:
```
18
Properties=species:S:1:pos:R:3:nbo_charge:R:1
C 1.40147 -1.07363 1.41772 -0.616
C 0.30146 -1.63379 0.50735 -0.218
N -0.97029 -0.84643 0.66439 -0.434
C -2.09706 -1.68125 1.20269 -0.413
C -1.10374 0.32150 0.05462 0.526
O -0.18363 0.88508 -0.50815 -0.633
H 1.13223 -1.44558 2.42060 0.196
H 1.42863 0.02865 1.44689 0.233
H 2.40906 -1.44379 1.16401 0.216
H 0.13142 -2.64917 0.91421 0.195
H 0.58811 -1.74113 -0.55649 0.214
H -3.15127 -1.36578 1.12693 0.222
H -1.86221 -1.87181 2.26342 0.200
H -1.96980 -2.62124 0.63981 0.199
H -2.13507 0.75032 0.06724 0.111
O 1.82399 5.80678 -4.23805 -0.941
H 2.77833 5.69055 -4.44774 0.469
H 1.47836 4.89077 -4.13941 0.472
```

gap between HOMO and LUMO = 10.3 eV



Entry 3:
The following is a quantum chemistry calculation of 2 unconnected molecules or ions with the total composition C4H11NO2S in a non-equilibrium geometry, from the Open Molecules 2025 dataset.

Geometry as XYZ:
```
19
Properties=species:S:1:pos:R:3:nbo_charge:R:1
C 0.19893 0.17459 0.99058 -0.218
N -0.83556 0.67647 0.08611 -0.741
C -1.66486 1.83358 0.78587 0.160
O -0.97563 2.90471 1.09209 -0.933
C 1.09191 -1.00556 0.47770 -0.409
C 1.93539 -0.71679 -0.77852 -0.513
S 2.80842 -2.23636 -1.41192 -0.783
H -0.40262 -0.19523 1.82930 0.165
H 0.91771 0.96176 1.22867 0.164
H -0.48725 1.02654 -0.79809 0.346
H -2.17141 1.24435 1.59318 0.049
H -2.39479 1.98236 -0.04091 0.053
H 0.37407 -1.82043 0.37447 0.184
H 1.81405 -1.23066 1.27282 0.179
H 2.67198 0.04403 -0.51887 0.180
H 1.17609 -0.44577 -1.52301 0.165
H -1.71777 -0.65698 -0.98844 0.500
H -0.68409 -1.34191 -1.83458 0.470
O -1.65458 -1.19871 -1.83644 -1.019
```

gap between HOMO and LUMO = 5.9 eV
total charge = -2



Entry 4:
The following is a quantum chemistry calculation of C4H11NO2S2 in the gas phase in a non-equilibrium geometry, from the Open Molecules 2025 dataset.

Geometry as XYZ:
```
20
Properties=species:S:1:pos:R:3:nbo_charge:R:1
C -1.93296 -1.94707 0.60568 -0.635
C -1.72928 -0.76495 -0.34330 -0.558
S -3.41314 -0.06366 -0.46717 -0.016
S -0.76988 0.69111 0.23180 2.127
O -0.74512 1.75721 -0.73331 -0.938
O -1.10366 1.02839 1.59912 -0.925
C 1.04914 0.13653 0.11446 -0.638
C 2.05135 1.25696 -0.24318 -0.211
N 3.32939 0.86609 -0.37745 -0.819
H -2.83937 -2.48849 0.63366 0.240
H -1.76107 -1.56877 1.58608 0.241
H -1.13625 -2.65473 0.48409 0.210
H -1.33878 -1.06449 -1.28653 0.238
H -3.16013 1.24155 -0.26888 0.150
H 1.40429 -0.45274 0.92546 0.217
H 1.14441 -0.60715 -0.80560 0.208
H 1.79240 1.77462 -1.14589 0.211
H 1.96781 1.95539 0.56734 0.172
H 3.50519 0.11693 0.22381 0.353
H 3.68566 0.78725 -1.30020 0.372
```

gap between HOMO and LUMO = 9.9 eV



Entry 5:
The following is a quantum chemistry calculation of 2 unconnected molecules or ions with the total composition C4H11NO3 in a non-equilibrium geometry, from the Open Molecules 2025 dataset.

Geometry as XYZ:
```
19
Properties=species:S:1:pos:R:3:nbo_charge:R:1
C -0.80349 -0.10565 1.60419 -0.628
C 0.22141 0.81367 0.97315 -0.084
C 1.50676 0.09105 0.56472 -0.075
O 2.43068 0.06042 1.65059 -0.725
N -0.37815 1.52479 -0.16684 -0.605
C -0.51631 1.00517 -1.40403 0.533
O -0.28223 -0.15382 -1.69970 -0.654
H -1.75672 0.40850 1.77404 0.217
H -0.54870 -0.50212 2.58822 0.216
H -1.01493 -0.95127 0.94867 0.221
H 0.54269 1.56343 1.68883 0.215
H 1.32586 -0.84181 0.03579 0.198
H 2.03492 0.75625 -0.11820 0.181
H 2.27359 -0.66387 2.26624 0.469
H -0.46930 2.52637 -0.07365 0.402
H -0.89452 1.74856 -2.12903 0.121
O -1.97964 -2.56707 -1.60179 -0.950
H -1.16536 -2.82235 -2.06251 0.469
H -1.78784 -1.66201 -1.32151 0.479
```

gap between HOMO and LUMO = 10.7 eV



Entry 6:
The following is a quantum chemistry calculation of 2 unconnected molecules or ions with the total composition C4H11NO3 in a non-equilibrium geometry, from the Open Molecules 2025 dataset.

Geometry as XYZ:
```
19
Properties=species:S:1:pos:R:3:nbo_charge:R:1
N -0.27008 -1.58682 -1.91694 -0.841
C 0.35059 -1.37319 -0.65671 0.713
O 0.29565 -2.15215 0.27183 -0.627
C 1.00912 0.04901 -0.50557 -0.514
C -0.11526 1.04449 -0.58005 -0.424
C -0.94752 0.99313 0.73205 -0.072
O -1.92610 2.00406 0.58941 -0.745
H -0.01379 -0.93534 -2.60305 0.385
H -0.82280 -2.36643 -2.19265 0.408
H 1.52017 0.17312 0.42382 0.236
H 1.76306 0.15061 -1.25847 0.217
H 0.30393 2.06987 -0.55471 0.219
H -0.77129 1.04638 -1.55012 0.217
H -1.61112 0.10402 0.85933 0.169
H -0.26597 1.15543 1.67912 0.196
H -2.72610 1.83805 1.18195 0.473
O 1.23421 -0.60846 2.29698 -0.970
H 0.91665 -1.33775 1.76511 0.501
H 2.07667 -0.26804 2.01863 0.460
```

gap between HOMO and LUMO = 10.7 eV



Entry 7:
The following is a quantum chemistry calculation of 2 unconnected molecules or ions with the total composition C4H11NO3 in a non-equilibrium geometry, from the Open Molecules 2025 dataset.

Geometry as XYZ:
```
19
Properties=species:S:1:pos:R:3:nbo_charge:R:1
C 1.99505 -0.20961 1.27683 -0.727
C 1.25439 -1.45952 0.89459 0.667
O 1.77065 -2.58424 0.92451 -0.619
N -0.05032 -1.30018 0.53537 -0.630
C -0.57311 0.03861 0.30276 -0.240
C -2.04541 -0.09798 -0.30911 -0.062
O -2.61632 1.24071 -0.27707 -0.726
H 1.27941 0.46506 1.78630 0.223
H 2.76724 -0.41781 2.13863 0.252
H 2.50534 0.13835 0.39399 0.240
H -0.55851 -2.10091 0.15600 0.409
H -0.70526 0.65121 1.20173 0.215
H 0.05038 0.43672 -0.53242 0.174
H -2.73668 -0.80203 0.23898 0.186
H -2.02689 -0.56022 -1.23433 0.164
H -2.11123 1.87908 -0.77817 0.473
O 0.44657 3.08464 -2.63686 -0.920
H 0.74802 3.62347 -1.92662 0.464
H 0.54771 2.23056 -2.26677 0.457
```

gap between HOMO and LUMO = 9.9 eV



Entry 8:
The following is a quantum chemistry calculation of 2 unconnected molecules or ions with the total composition C4H11NO3 in a non-equilibrium geometry, from the Open Molecules 2025 dataset.

Geometry as XYZ:
```
19
Properties=species:S:1:pos:R:3:nbo_charge:R:1
C 1.19048 -1.66071 -1.53967 -0.426
N 0.23810 -0.56500 -1.56448 -0.623
C -0.01427 0.06367 -0.30825 -0.133
C -0.29571 -0.91694 0.88404 -0.647
C -1.35490 0.83515 -0.38843 0.795
O -2.04834 0.71009 -1.36455 -0.588
O -1.51837 1.84211 0.45344 -0.714
H 1.15730 -2.34479 -0.68936 0.173
H 1.07029 -2.29209 -2.42622 0.206
H 2.19613 -1.28078 -1.72461 0.189
H -0.63501 -0.88556 -1.95850 0.388
H 0.74255 0.74127 0.09542 0.164
H -0.82106 -0.41106 1.69278 0.221
H -0.87837 -1.73198 0.43568 0.212
H 0.53089 -1.48181 1.31540 0.211
H -0.79518 2.02945 1.12264 0.484
O 0.27511 2.17882 2.13829 -0.918
H 1.08756 2.11895 1.62599 0.504
H -0.12720 3.05121 2.20041 0.502
```

gap between HOMO and LUMO = 9.0 eV



Entry 9:
The following is a quantum chemistry calculation of 4 unconnected molecules or ions with the total composition C4H11NO3 in a non-equilibrium geometry, from the Open Molecules 2025 dataset.

Geometry as XYZ:
```
19
Properties=species:S:1:pos:R:3:nbo_charge:R:1
C 1.14278 -0.52554 -0.03379 -0.062
C 0.74679 0.53348 -0.88937 0.081
C -1.08361 -0.91651 -1.96514 -0.701
C 0.30589 -0.31743 -2.08807 0.537
O 1.01807 -0.69567 -2.96845 -0.477
O -0.44394 -1.97611 1.38660 -0.959
N -0.09329 1.43443 -0.32541 -0.591
H 1.91446 -1.24776 -0.27279 0.226
H -0.66884 0.34615 3.01922 -0.007
H 0.53312 -0.78022 0.83959 0.300
H 0.00772 0.56388 3.24467 0.009
H -1.65317 -0.48426 -1.14012 0.234
H -0.99482 -1.95934 -1.65426 0.272
H -1.54888 -0.81688 -2.94040 0.251
H -0.37636 1.11425 0.60399 0.424
H 0.42570 2.36633 -0.08877 0.458
H 0.64458 3.53397 1.78341 0.446
H -0.55136 -2.76483 1.92829 0.445
O 0.67515 2.59206 1.56080 -0.886
```

gap between HOMO and LUMO = 4.4 eV



Entry 10:
The following is a quantum chemistry calculation of a molecular structure, C4H11NO3 in a non-equilibrium geometry, from the Open Molecules 2025 dataset.

Geometry as XYZ:
```
19
Properties=species:S:1:pos:R:3:nbo_charge:R:1
C -0.63705 -0.88380 1.63735 -0.422
N -0.15619 -0.70757 0.27735 -0.625
C 0.27345 0.82936 -1.63692 -0.615
C 0.10229 0.70196 -0.13308 -0.151
C 1.39030 1.10456 0.62551 0.707
O 1.13342 2.11224 1.55071 -0.640
O 2.40417 0.56966 0.32231 -0.542
H -0.61954 -1.94052 1.89739 0.212
H -1.66245 -0.54482 1.80367 0.204
H -0.06546 -0.32491 2.39362 0.175
H 0.76465 -1.13403 0.22989 0.371
H -0.60228 0.60500 -2.23412 0.249
H 0.67709 1.81514 -1.87671 0.206
H 1.07164 0.11042 -1.84265 0.222
H -0.76996 1.21868 0.26777 0.209
H 1.65766 2.47635 0.75293 0.490
H -2.09161 -2.67946 -1.52416 0.465
H -1.15659 -1.52162 -0.87153 0.491
O -1.71355 -1.80663 -1.63935 -1.007
```

gap between HOMO and LUMO = 10.2 eV



Entry 11:
The following is a quantum chemistry calculation of 2 unconnected molecules or ions with the total composition C4H11NO3 in a non-equilibrium geometry, from the Open Molecules 2025 dataset.

Geometry as XYZ:
```
19
Properties=species:S:1:pos:R:3:nbo_charge:R:1
C -0.49223 -2.64660 1.17311 -0.722
C 0.64014 -1.99106 1.89946 0.673
O 1.27795 -2.59917 2.74239 -0.615
N 0.97555 -0.69799 1.57688 -0.621
C 0.17621 0.20358 0.75476 -0.254
C 1.09195 1.12206 -0.06239 -0.079
O 1.53129 2.22250 0.72693 -0.742
H -1.28961 -1.97192 0.85910 0.214
H -0.14321 -3.08932 0.23558 0.238
H -1.03751 -3.42205 1.70498 0.247
H 1.73755 -0.28888 2.08854 0.400
H -0.49519 -0.31013 0.08253 0.216
H -0.30086 0.90237 1.44762 0.209
H 0.76210 1.55168 -1.00098 0.191
H 1.98973 0.58500 -0.42254 0.170
H 2.39239 2.12021 1.14985 0.476
O -3.01381 2.40403 -4.90575 -0.937
H -2.26930 2.93673 -4.59817 0.469
H -3.53314 2.96897 -5.45190 0.468
```

gap between HOMO and LUMO = 10.2 eV



Entry 12:
The following is a quantum chemistry calculation of 2 unconnected molecules or ions with the total composition C4H11NO3 in a non-equilibrium geometry, from the Open Molecules 2025 dataset.

Geometry as XYZ:
```
19
Properties=species:S:1:pos:R:3:nbo_charge:R:1
C -0.58424 -2.36885 0.48020 -0.613
C -1.43318 -0.94683 0.28811 -0.398
C -0.45491 0.19054 0.17054 -0.187
N 0.15975 0.36979 1.58164 -0.781
C 0.33554 0.14938 -1.15503 0.775
O 0.05886 0.31177 -2.30712 -0.574
O 1.67709 0.33508 -0.87315 -0.723
H -1.30409 -3.13205 0.63966 0.213
H 0.21849 -2.31872 1.26403 0.199
H -0.09363 -2.63803 -0.39391 0.198
H -2.09683 -0.98302 1.23474 0.231
H -2.04162 -1.00541 -0.62720 0.219
H -1.06687 1.15882 0.21103 0.242
H 0.59722 -0.33304 1.93639 0.340
H 0.77006 1.11409 1.51323 0.361
H 2.21490 0.37183 -1.72559 0.496
O 0.91050 3.48227 -0.58622 -0.948
H 1.86571 3.22984 -0.78647 0.492
H 0.26725 3.01253 -0.86485 0.458
```

gap between HOMO and LUMO = 10.3 eV